[1]
C20H56Br4O21P5Pb | ωB97M-V with the def2-TZVPD basis set

Each line ends with the Löwdin charge.
Atoms and positions in Å:
Pb (0.394, -1.777, -2.844)  1.596
C (0.560, 0.352, 0.147)  -0.301
O (0.308, -0.239, -1.055)  -0.522
H (0.949, -0.342, 0.918)  0.057
H (1.245, 1.215, 0.167)  0.066
H (-0.343, 0.720, 0.668)  0.046
Br (3.794, 0.643, 5.651)  0.576
C (2.471, 1.324, 4.339)  -0.653
C (2.966, 2.611, 3.734)  -0.714
Br (3.412, 4.126, 4.905)  0.589
H (1.563, 1.534, 4.900)  0.057
H (2.281, 0.584, 3.567)  0.048
H (2.156, 3.000, 3.118)  0.005
H (3.882, 2.454, 3.174)  0.046
Br (0.527, 5.561, -1.531)  0.757
C (0.019, 4.507, 0.015)  -0.687
C (0.016, 5.351, 1.268)  -0.653
Br (-0.630, 4.247, 2.741)  0.693
H (0.454, 3.513, -0.038)  0.039
H (-1.039, 4.265, -0.134)  0.027
H (-0.691, 6.166, 1.167)  0.059
H (0.996, 5.742, 1.524)  0.060
C (1.152, 2.490, -3.060)  -0.111
O (2.544, 2.261, -2.867)  -0.187
P (3.230, 0.902, -3.272)  0.380
O (2.583, -0.395, -3.009)  -0.373
O (3.628, 1.166, -4.776)  -0.205
C (4.227, 2.430, -5.137)  -0.063
O (4.632, 1.061, -2.563)  -0.187
C (5.220, 0.079, -1.715)  -0.071
H (0.701, 1.903, -3.862)  0.098
H (0.982, 3.562, -3.171)  0.019
H (0.528, 2.312, -2.176)  0.067
H (4.711, 2.895, -4.287)  0.090
H (3.534, 3.058, -5.696)  0.095
H (4.945, 2.166, -5.916)  0.095
H (6.223, -0.227, -1.999)  0.100
H (4.573, -0.794, -1.651)  0.046
H (5.220, 0.487, -0.702)  0.097
C (-5.061, -1.889, 4.612)  -0.114
O (-3.659, -2.007, 4.726)  -0.197
P (-2.699, -0.736, 4.763)  0.337
O (-2.503, -0.077, 6.045)  -0.208
O (-1.328, -1.337, 4.202)  -0.259
C (-0.616, -2.299, 5.016)  -0.070
O (-3.195, 0.124, 3.543)  -0.234
C (-2.277, 1.037, 2.847)  -0.062
H (-5.421, -2.596, 3.858)  0.087
H (-5.528, -0.970, 4.244)  0.091
H (-5.556, -2.141, 5.549)  0.093
H (-0.810, -2.166, 6.078)  0.093
H (0.415, -1.977, 4.858)  0.086
H (-0.773, -3.302, 4.633)  0.082
H (-2.799, 1.977, 2.994)  0.080
H (-2.370, 0.659, 1.835)  0.048
H (-1.270, 1.076, 3.246)  0.072
C (-3.612, -5.685, 0.094)  -0.033
O (-2.921, -4.817, -0.858)  -0.189
P (-2.193, -3.524, -0.392)  0.355
O (-1.296, -2.914, -1.379)  -0.377
O (-3.414, -2.603, -0.025)  -0.176
C (-3.261, -1.336, 0.616)  -0.071
O (-1.563, -3.927, 1.004)  -0.186
C (-0.406, -3.220, 1.481)  -0.072
H (-4.650, -5.490, -0.166)  0.099
H (-3.513, -5.315, 1.113)  0.084
H (-3.241, -6.696, 0.000)  0.096
H (-4.130, -0.695, 0.687)  0.108
H (-2.444, -0.789, 0.122)  0.064
H (-2.790, -1.527, 1.587)  0.075
H (0.316, -3.163, 0.659)  0.059
H (0.089, -3.831, 2.233)  0.097
H (-0.551, -2.202, 1.842)  0.078
C (4.751, -3.371, -2.893)  -0.061
O (4.398, -3.186, -1.509)  -0.213
P (3.086, -3.877, -0.977)  0.383
O (1.797, -3.298, -1.396)  -0.359
O (3.503, -5.383, -1.234)  -0.191
C (2.553, -6.454, -1.391)  -0.058
O (3.285, -3.870, 0.585)  -0.183
C (3.409, -2.656, 1.327)  -0.067
H (5.052, -4.384, -3.149)  0.096
H (5.443, -2.579, -3.154)  0.091
H (3.858, -3.206, -3.512)  0.086
H (2.538, -7.086, -0.512)  0.098
H (2.840, -6.922, -2.335)  0.096
H (1.539, -6.139, -1.662)  0.085
H (3.788, -1.843, 0.698)  0.084
H (4.256, -2.732, 2.013)  0.101
H (2.507, -2.398, 1.871)  0.079
C (-2.525, 1.355, -1.354)  -0.104
O (-2.483, 2.449, -2.275)  -0.219
P (-3.435, 3.707, -2.046)  0.368
O (-3.640, 4.060, -0.645)  -0.210
O (-2.638, 4.731, -2.953)  -0.250
C (-2.819, 6.127, -2.750)  -0.117
O (-4.738, 3.357, -2.911)  -0.192
C (-4.702, 3.516, -4.328)  -0.098
H (-2.107, 1.682, -0.403)  0.073
H (-2.036, 0.487, -1.781)  0.067
H (-3.571, 1.084, -1.174)  0.092
H (-3.227, 6.368, -1.770)  0.090
H (-3.513, 6.580, -3.467)  0.092
H (-1.895, 6.667, -2.932)  0.055
H (-3.855, 4.063, -4.730)  0.082
H (-5.595, 4.056, -4.641)  0.093
H (-4.723, 2.543, -4.818)  0.090

The value obtained for the HOMO-LUMO gap is 0.301 Eh. The charge is +1. As for the molar mass: 1314.333 g/mol. As for the electronic energy: -14571.57439 Ha.

[2]
C20H56N4O7 | ωB97M-V with the def2-TZVPD basis set

Each line ends with the Löwdin charge.
Atoms and positions in Å:
C (-19.808, 12.134, -10.729)  -0.103
O (-18.747, 11.313, -11.198)  -0.204
C (-18.057, 10.536, -10.196)  -0.174
C (-17.014, 9.620, -10.858)  -0.386
C (-17.703, 8.605, -11.795)  -0.034
N (-16.103, 9.027, -9.847)  0.056
H (-20.084, 12.890, -11.464)  0.084
H (-19.452, 12.645, -9.833)  0.078
H (-20.669, 11.512, -10.479)  0.084
H (-17.593, 11.264, -9.528)  0.125
H (-18.723, 9.839, -9.686)  0.096
H (-16.367, 10.213, -11.508)  0.122
H (-18.448, 8.064, -11.208)  0.070
H (-17.052, 7.847, -12.230)  0.074
H (-18.223, 9.108, -12.610)  0.077
H (-15.611, 9.824, -9.466)  0.053
H (-15.403, 8.482, -10.331)  0.045
C (-9.558, 11.006, -9.200)  -0.095
O (-10.159, 11.757, -8.151)  -0.213
C (-10.695, 11.011, -7.032)  -0.150
C (-11.567, 12.016, -6.199)  -0.412
C (-12.064, 11.369, -4.908)  -0.069
N (-12.681, 12.364, -7.049)  0.042
H (-10.263, 10.325, -9.679)  0.077
H (-8.704, 10.415, -8.865)  0.089
H (-9.231, 11.760, -9.914)  0.070
H (-11.336, 10.211, -7.405)  0.123
H (-9.850, 10.580, -6.493)  0.124
H (-11.009, 12.886, -5.850)  0.138
H (-12.717, 10.514, -5.081)  0.084
H (-12.623, 12.066, -4.281)  0.073
H (-11.296, 11.077, -4.190)  0.077
H (-12.175, 12.868, -7.767)  0.090
H (-13.195, 13.068, -6.534)  0.102
C (-11.679, 12.155, -13.229)  -0.071
O (-10.230, 11.999, -13.305)  -0.205
C (-9.481, 13.227, -13.160)  -0.191
C (-7.970, 12.935, -13.268)  -0.444
C (-7.413, 12.033, -12.180)  -0.066
N (-7.284, 14.198, -13.153)  0.014
H (-12.121, 11.159, -13.245)  0.078
H (-12.020, 12.713, -14.101)  0.089
H (-11.985, 12.534, -12.253)  0.062
H (-9.730, 13.924, -13.962)  0.117
H (-9.711, 13.678, -12.193)  0.124
H (-7.815, 12.602, -14.296)  0.137
H (-7.444, 12.403, -11.156)  0.070
H (-6.357, 11.867, -12.397)  0.073
H (-7.875, 11.045, -12.146)  0.075
H (-6.356, 14.097, -13.542)  0.074
H (-7.715, 14.927, -13.705)  0.067
C (-20.605, 8.467, -7.304)  -0.085
O (-20.013, 7.256, -7.878)  -0.191
C (-18.573, 7.407, -8.061)  -0.222
C (-17.964, 6.207, -8.749)  -0.223
N (-16.518, 6.394, -8.922)  -0.051
C (-15.851, 5.321, -9.700)  -0.188
C (-14.433, 5.816, -9.985)  -0.218
O (-14.444, 6.916, -10.887)  -0.229
C (-13.149, 7.491, -11.063)  -0.093
H (-20.447, 9.275, -8.018)  0.066
H (-20.207, 8.787, -6.340)  0.079
H (-21.653, 8.205, -7.159)  0.083
H (-18.108, 7.450, -7.074)  0.121
H (-18.200, 8.322, -8.521)  0.080
H (-18.481, 6.009, -9.691)  0.107
H (-18.196, 5.320, -8.157)  0.116
H (-16.349, 7.299, -9.353)  0.032
H (-16.327, 5.169, -10.671)  0.111
H (-15.852, 4.348, -9.208)  0.116
H (-13.853, 5.013, -10.443)  0.119
H (-13.979, 6.139, -9.046)  0.123
H (-12.657, 7.706, -10.113)  0.087
H (-13.166, 8.384, -11.686)  0.083
H (-12.466, 6.778, -11.527)  0.084
C (-15.147, 14.659, -10.777)  -0.153
O (-13.916, 14.750, -11.499)  -0.140
H (-14.974, 14.484, -9.714)  0.067
H (-15.626, 15.638, -10.807)  0.075
H (-15.739, 13.863, -11.226)  0.083
H (-13.391, 15.520, -11.269)  0.074
C (-13.356, 11.347, -10.165)  -0.154
O (-13.770, 10.759, -8.945)  -0.158
H (-13.779, 10.890, -11.060)  0.068
H (-13.703, 12.376, -10.266)  0.059
H (-12.278, 11.180, -10.175)  0.064
H (-13.383, 11.311, -8.252)  -0.004

The value obtained for the HOMO-LUMO gap is 0.314 Eh. As for the molar mass: 464.689 g/mol. The energy above the lowest of the compared OMol25 structures with the same formula, charge and spin is 0.0 kcal per mole. As for the electronic energy: -1541.13512 Ha.